(1)
129
Properties=species:S:1:pos:R:3:lowdin_charge:R:1 method="wB97M-V/def2-TZVPD" fmax_ev_per_a=8.33 charge=+1 gap_ev=9.716
C 2.900 -0.863 1.950 -0.15
C 3.705 -0.050 0.927 -0.23
C 3.011 -0.046 -0.437 -0.21
C 3.424 1.105 -1.391 -0.18
C 2.212 1.731 -2.118 -0.18
C 1.943 3.213 -1.747 -0.19
C 0.539 3.455 -1.200 -0.21
C -0.551 3.676 -2.257 -0.17
C -1.835 2.956 -1.844 -0.20
C -2.757 3.831 -0.990 -0.19
C -4.000 3.115 -0.465 -0.08
C -3.746 1.664 -0.333 -0.26
N -4.368 0.647 -0.933 0.24
C -3.730 -0.487 -0.480 -0.25
N -4.118 -1.692 -0.917 -0.01
C -3.433 -2.946 -0.642 -0.18
C -2.168 -3.139 -1.488 -0.18
C -1.307 -4.274 -0.936 -0.22
C 0.044 -4.323 -1.687 -0.20
S 1.523 -4.271 -0.689 0.62
O 2.221 -3.038 -0.965 -0.27
O 2.193 -5.552 -0.773 -0.29
O 0.975 -4.132 0.800 -0.19
C -5.303 -1.712 -1.808 -0.18
O -6.464 -1.261 -1.202 -0.12
C -6.899 -2.010 -0.060 -0.23
C -6.966 -1.115 1.173 -0.06
N -2.697 -0.186 0.400 -0.07
P -1.522 -1.072 1.358 1.00
C -2.116 -0.912 3.083 -0.27
C 0.031 -0.140 1.213 -0.27
N -2.787 1.220 0.463 -0.12
O -1.951 1.917 1.251 0.08
H 2.052 -0.281 2.318 0.00
H 3.520 -1.176 2.794 0.06
H 2.519 -1.775 1.474 0.06
H 4.712 -0.475 0.855 0.11
H 3.829 0.981 1.281 0.10
H 3.197 -1.009 -0.932 0.09
H 1.931 0.046 -0.235 0.06
H 3.956 1.876 -0.829 0.10
H 4.122 0.704 -2.133 0.11
H 2.369 1.667 -3.199 0.11
H 1.329 1.133 -1.874 0.09
H 2.116 3.855 -2.621 0.11
H 2.655 3.541 -0.983 0.10
H 0.582 4.324 -0.547 0.05
H 0.248 2.609 -0.559 0.09
H -0.762 4.747 -2.343 0.09
H -0.217 3.288 -3.223 0.12
H -2.387 2.612 -2.725 0.13
H -1.513 2.072 -1.267 0.09
H -2.220 4.266 -0.136 0.06
H -3.073 4.675 -1.612 0.11
H -4.206 3.495 0.546 0.13
H -4.899 3.302 -1.052 0.13
H -3.200 -3.039 0.426 0.09
H -4.144 -3.745 -0.875 0.11
H -2.463 -3.382 -2.514 0.13
H -1.601 -2.201 -1.480 0.11
H -1.178 -4.179 0.139 0.09
H -1.826 -5.202 -1.137 0.03
H 0.147 -3.449 -2.336 0.11
H 0.160 -5.211 -2.311 0.09
H 0.703 -5.007 1.124 0.11
H -5.121 -1.078 -2.676 0.14
H -5.395 -2.754 -2.140 0.14
H -6.236 -2.867 0.102 0.11
H -7.894 -2.393 -0.304 0.12
H -6.077 -1.199 1.804 0.06
H -7.852 -1.329 1.773 0.08
H -7.048 -0.078 0.832 0.08
H -1.949 -1.883 3.549 0.01
H -1.603 -0.121 3.638 0.01
H -3.190 -0.697 3.072 0.05
H 0.032 0.530 0.349 0.04
H 0.839 -0.875 1.128 0.00
H 0.212 0.481 2.098 -0.03
H -2.245 1.766 2.166 0.14
C 0.662 6.806 1.393 -1.51
Cl 1.920 5.844 2.171 0.53
Cl 1.109 7.207 -0.258 0.52
Cl -0.882 5.935 1.438 0.53
H 0.543 7.725 1.951 0.02
C -3.214 -8.174 -1.729 -1.56
Cl -1.591 -7.721 -2.269 0.56
Cl -3.807 -7.053 -0.489 0.54
Cl -4.326 -8.240 -3.083 0.55
H -3.148 -9.161 -1.290 -0.07
C 2.027 1.177 5.354 -1.66
Cl 1.811 2.159 6.797 0.57
Cl 0.886 1.680 4.089 0.55
Cl 3.683 1.251 4.767 0.58
H 1.804 0.150 5.608 -0.15
C 0.553 -1.776 6.156 -1.43
Cl 0.693 -2.489 4.544 0.58
Cl 0.217 -0.045 6.047 0.58
Cl -0.670 -2.607 7.105 0.58
H 1.510 -1.895 6.648 0.04
C 5.114 8.571 -1.094 -1.57
Cl 4.491 7.179 -1.983 0.51
Cl 4.424 10.068 -1.703 0.52
Cl 4.811 8.391 0.636 0.52
H 6.185 8.607 -1.239 -0.03
C 4.075 -6.171 1.898 -1.55
Cl 5.038 -7.507 1.281 0.57
Cl 3.295 -6.594 3.428 0.53
Cl 5.064 -4.720 2.067 0.55
H 3.304 -5.960 1.170 -0.04
C 7.326 -5.230 -0.900 -1.58
Cl 8.657 -5.108 0.250 0.52
Cl 7.306 -3.847 -1.994 0.52
Cl 7.403 -6.745 -1.798 0.52
H 6.402 -5.223 -0.338 -0.06
C -2.625 9.093 -1.322 -1.54
Cl -1.856 7.620 -1.923 0.51
Cl -3.294 8.833 0.291 0.52
Cl -1.486 10.433 -1.325 0.54
H -3.443 9.339 -1.986 0.01
C -3.776 -12.889 -2.073 -1.54
Cl -5.080 -12.612 -3.219 0.54
Cl -2.706 -11.475 -1.998 0.55
Cl -4.394 -13.282 -0.475 0.54
H -3.182 -13.721 -2.425 0.01
C 8.031 12.080 -3.077 -1.55
Cl 6.871 13.079 -2.207 0.53
Cl 9.684 12.556 -2.711 0.54
Cl 7.777 10.366 -2.721 0.53
H 7.866 12.219 -4.137 0.01


(2)
106
Properties=species:S:1:pos:R:3:lowdin_charge:R:1 method="wB97M-V/def2-TZVPD" fmax_ev_per_a=4.45 smiles="Fc1ccccc1.Fc1ccccc1.CNC(C)=O.CNC(C)=O.CNC(C)=O.CNC(C)=O.CNC(C)=O.CNC(C)=O.ClCCl.ClCCl" gap_ev=9.547
C -1.647 2.172 -5.797 0.00
C -1.376 0.674 -5.875 -0.59
O -0.989 0.080 -4.870 0.02
N -1.304 0.129 -7.045 -0.01
C -1.136 -1.267 -7.400 -0.05
H -2.368 2.388 -6.586 0.07
H -0.728 2.759 -5.809 0.09
H -2.187 2.414 -4.882 0.08
H -1.609 0.659 -7.849 0.13
H -1.978 -1.794 -6.950 0.09
H -0.214 -1.684 -6.995 0.09
H -1.204 -1.267 -8.488 0.09
C 4.245 -9.580 0.651 -0.01
C 3.921 -8.139 0.240 -0.52
O 3.087 -7.875 -0.667 -0.01
N 4.670 -7.206 0.832 0.00
C 4.640 -5.753 0.577 -0.05
H 4.088 -10.343 -0.112 0.08
H 3.558 -9.969 1.403 0.08
H 5.269 -9.711 1.001 0.07
H 5.421 -7.568 1.402 0.13
H 4.739 -5.098 1.443 0.07
H 3.774 -5.421 0.005 0.08
H 5.530 -5.582 -0.028 0.08
C 5.363 2.108 2.497 -0.01
C 6.783 1.685 2.232 -0.60
O 7.207 0.806 2.957 0.03
N 7.418 2.186 1.172 0.02
C 8.806 1.691 0.838 -0.04
H 5.022 2.889 1.817 0.07
H 5.474 2.423 3.534 0.09
H 4.533 1.402 2.461 0.08
H 6.936 2.815 0.547 0.13
H 8.986 1.477 -0.215 0.07
H 9.149 0.864 1.460 0.08
H 9.386 2.580 1.084 0.07
C -5.081 -2.640 -2.754 0.00
C -5.622 -1.297 -3.145 -0.62
O -5.123 -0.250 -2.747 0.03
N -6.571 -1.372 -4.026 0.02
C -7.158 -0.185 -4.660 -0.05
H -5.825 -3.066 -2.082 0.08
H -4.089 -2.620 -2.304 0.09
H -5.097 -3.344 -3.586 0.08
H -6.914 -2.316 -4.134 0.14
H -6.955 0.760 -4.157 0.08
H -8.245 -0.229 -4.591 0.08
H -6.968 -0.026 -5.722 0.08
C 0.207 3.369 7.379 0.00
C 0.881 2.937 8.787 -0.53
O 1.934 3.335 9.240 0.04
N 0.130 2.060 9.468 -0.02
C 0.372 1.672 10.862 -0.06
H -0.630 4.040 7.572 0.07
H -0.090 2.531 6.749 0.06
H 0.999 3.811 6.775 0.07
H -0.734 1.674 9.112 0.13
H 1.418 1.600 11.161 0.08
H -0.227 0.783 11.060 0.08
H -0.070 2.505 11.408 0.08
C -9.054 -0.161 0.124 0.00
C -8.288 0.178 1.393 -0.57
O -8.838 0.470 2.441 0.04
N -6.953 0.249 1.308 -0.01
C -5.971 0.598 2.306 -0.07
H -8.805 -1.132 -0.303 0.08
H -8.983 0.697 -0.545 0.08
H -10.104 -0.229 0.405 0.08
H -6.536 0.212 0.389 0.13
H -6.096 0.017 3.220 0.08
H -6.091 1.646 2.581 0.08
H -4.955 0.350 1.998 0.08
C 0.223 0.209 0.085 -1.04
Cl 0.421 -1.501 0.330 0.51
Cl 0.037 1.007 1.654 0.48
H 1.168 0.551 -0.337 0.02
H -0.707 0.377 -0.457 0.03
C 2.817 -2.720 5.225 -1.05
Cl 3.146 -1.325 6.160 0.55
Cl 1.737 -3.885 6.088 0.46
H 2.150 -2.395 4.427 0.01
H 3.749 -3.147 4.855 0.03
F 5.952 -0.840 -6.766 0.06
C 5.703 -1.137 -5.477 -0.33
C 4.508 -0.881 -4.971 -0.05
C 4.278 -0.965 -3.627 -0.07
C 5.292 -1.484 -2.799 -0.08
C 6.520 -1.809 -3.378 -0.07
C 6.726 -1.670 -4.756 -0.01
H 3.696 -0.475 -5.556 0.13
H 3.289 -0.769 -3.241 0.11
H 5.087 -1.408 -1.741 0.10
H 7.346 -2.158 -2.776 0.10
H 7.611 -1.918 -5.322 0.12
F -1.164 4.978 -1.169 0.07
C -2.286 5.626 -0.887 -0.28
C -2.660 6.719 -1.645 -0.02
C -3.868 7.396 -1.376 -0.10
C -4.621 7.050 -0.296 -0.12
C -4.294 5.930 0.454 -0.08
C -3.180 5.128 0.118 0.01
H -2.100 7.236 -2.410 0.11
H -4.127 8.357 -1.796 0.10
H -5.543 7.561 -0.061 0.10
H -4.989 5.575 1.201 0.10
H -3.054 4.212 0.675 0.10